Density functional theory data (the ωB97M-V functional and the def2-TZVPD basis) for 2 unconnected molecules or ions with the total composition C6H13NO.

The geometry in XYZ format:
```
21
Properties=species:S:1:pos:R:3:mulliken_charge:R:1
C -0.17 -0.85 3.03 -0.70
C -1.19 -0.79 2.19 -0.23
C -1.10 -0.37 0.76 0.11
C -1.23 -1.55 -0.22 -1.07
H -0.27 -1.18 4.05 0.27
H 0.83 -0.58 2.70 0.22
H -2.19 -1.03 2.54 0.28
H -1.90 0.35 0.53 0.26
H -0.15 0.14 0.57 -0.11
H -2.25 -1.95 -0.23 0.38
H -0.96 -1.25 -1.23 0.27
H -0.56 -2.35 0.08 0.30
N 1.14 2.49 -1.37 -0.62
C 0.89 1.21 -1.98 -0.22
C 1.94 0.20 -1.56 -0.02
O 1.80 -0.99 -1.59 -0.47
H 0.63 3.25 -1.78 0.22
H 0.93 2.49 -0.38 0.22
H 1.03 1.29 -3.06 0.36
H -0.11 0.78 -1.84 0.16
H 2.89 0.68 -1.25 0.39
```

DFT total energy (eV): -9969.13528
Frontier orbital gap (eV): 10.497
HOMO energy (eV): -9.668
LUMO level (eV): 0.8
Net charge: 0
SMILES: C=CCC.NCC=O

Density functional theory data (the ωB97M-V functional and the def2-TZVPD basis) for a single C6H13NO molecule in a non-equilibrium geometry.

The geometry in XYZ format:
```
21
Properties=species:S:1:pos:R:3:mulliken_charge:R:1
C -1.39 0.11 2.70 -0.79
C 0.15 0.29 2.86 -0.62
C 0.96 0.24 1.40 -0.58
C 0.16 -0.63 0.38 -0.19
N 0.74 -0.64 -0.97 -0.18
C 0.11 0.01 -2.18 0.77
C -1.06 0.80 -1.81 -1.31
O 0.64 -0.34 -3.23 -0.61
H -1.54 -0.49 3.69 0.22
H -1.60 -0.21 1.69 0.37
H -1.83 1.09 3.17 0.23
H 0.57 1.27 3.28 0.34
H 0.65 -0.40 3.45 0.40
H 0.89 1.25 1.15 0.28
H 2.04 0.08 1.62 0.31
H 0.34 -1.68 0.79 0.19
H -0.94 -0.31 0.20 -0.13
H 1.59 -1.23 -1.15 0.25
H -1.81 0.08 -1.43 0.35
H -1.36 1.29 -2.81 0.28
H -0.91 1.50 -1.10 0.43
```

DFT total energy (eV): -9968.03519
Frontier orbital gap (eV): 9.774
HOMO energy (eV): -8.910
LUMO level (eV): 0.9
Net charge: 0
SMILES: CCCCNC(C)=O

Density functional theory data (the ωB97M-V functional and the def2-TZVPD basis) for a single C6H13NO molecule in a non-equilibrium geometry.

The geometry in XYZ format:
```
21
Properties=species:S:1:pos:R:3:mulliken_charge:R:1
C 2.42 0.29 1.19 -1.75
C 1.49 0.25 -0.01 0.91
C 1.66 -1.07 -0.78 -1.33
C 0.05 0.33 0.51 -1.09
N -1.00 0.39 -0.51 -0.20
C -2.37 0.31 0.10 -0.46
C -3.35 0.03 -0.96 -0.03
O -4.45 -0.24 -0.56 -0.48
H 2.01 0.90 1.96 0.40
H 2.48 -0.66 1.53 0.48
H 3.42 0.59 0.90 0.37
H 1.71 1.11 -0.77 0.34
H 1.98 -0.85 -1.84 0.26
H 0.76 -1.69 -0.85 0.30
H 2.48 -1.72 -0.43 0.40
H -0.21 -0.72 0.98 0.30
H 0.00 1.07 1.32 0.32
H -0.93 1.23 -1.12 0.25
H -2.70 0.97 0.84 0.42
H -2.37 -0.67 0.57 0.27
H -3.09 0.16 -2.07 0.30
```

DFT total energy (eV): -9968.80404
Frontier orbital gap (eV): 10.413
HOMO energy (eV): -9.415
LUMO level (eV): 1.0
Net charge: 0
SMILES: CC(C)CNCC=O

Density functional theory data (the ωB97M-V functional and the def2-TZVPD basis) for a single C6H13NO molecule in a non-equilibrium geometry.

The geometry in XYZ format:
```
21
Properties=species:S:1:pos:R:3:mulliken_charge:R:1
C 3.50 0.17 1.18 -1.38
C 2.55 -0.06 0.09 0.08
C 1.38 0.59 0.19 -0.53
C 0.25 0.46 -0.79 -1.17
C -0.78 -0.52 -0.20 0.57
N -1.53 -1.21 -1.21 -0.68
C -1.84 0.43 0.66 -0.55
O -3.18 0.34 0.14 -0.59
H 3.78 1.15 1.23 0.39
H 3.19 -0.15 2.22 0.27
H 4.41 -0.31 1.07 0.44
H 2.77 -0.81 -0.72 0.29
H 1.25 1.28 0.97 0.45
H -0.05 1.47 -1.15 0.40
H 0.63 0.06 -1.75 0.40
H -0.31 -1.38 0.47 0.35
H -1.63 -2.17 -1.17 0.20
H -1.15 -1.03 -2.18 0.20
H -1.90 1.62 0.46 0.27
H -1.87 -0.07 1.68 0.23
H -3.25 -0.31 -0.62 0.34
```

DFT total energy (eV): -9967.46795
Frontier orbital gap (eV): 9.999
HOMO energy (eV): -8.993
LUMO level (eV): 1.0
Net charge: 0
SMILES: C/C=C/C[C@H](N)CO

Density functional theory data (the ωB97M-V functional and the def2-TZVPD basis) for a single C6H13NO molecule in a non-equilibrium geometry.

The geometry in XYZ format:
```
21
Properties=species:S:1:pos:R:3:mulliken_charge:R:1
C -1.22 -0.50 -0.41 -0.22
C 1.02 0.67 0.25 0.60
C -2.02 -1.70 -0.11 -1.22
C 1.21 1.24 -1.16 -1.56
C 1.95 -0.53 0.45 -1.51
C -0.43 0.26 0.59 1.05
O -1.57 1.37 0.16 -0.55
N -0.69 -0.24 1.82 -0.98
H -1.11 2.07 -0.33 0.32
H -1.13 -0.24 -1.46 0.40
H 1.27 1.45 0.98 0.21
H -0.94 0.51 2.48 0.19
H -3.08 -1.46 0.03 0.28
H -1.65 -2.21 0.77 0.35
H -1.97 -2.37 -0.98 0.38
H 0.95 0.51 -1.93 0.31
H 2.26 1.51 -1.32 0.42
H 0.63 2.15 -1.34 0.40
H 2.99 -0.24 0.30 0.40
H 1.69 -1.33 -0.24 0.31
H 1.85 -0.92 1.47 0.41
```

DFT total energy (eV): -9966.06370
Frontier orbital gap (spin up / spin down) (eV): 6.628 / 6.653
HOMO energy (spin up / spin down) (eV): -7.182 / -7.198
LUMO level (spin up / spin down) (eV): -0.6 / -0.5
Net charge: 0

Density functional theory data (the ωB97M-V functional and the def2-TZVPD basis) for a single C6H13NO molecule in a non-equilibrium geometry.

The geometry in XYZ format:
```
21
Properties=species:S:1:pos:R:3:mulliken_charge:R:1
C -1.85 -0.12 -0.48 -1.08
C -0.63 -0.96 -0.87 -0.93
C 0.57 -0.06 -0.50 1.19
C 1.77 -0.83 0.06 -1.82
N 1.01 0.68 -1.67 -0.73
C -0.13 0.86 0.54 0.94
C -0.20 0.39 1.97 -1.54
O -0.37 2.09 0.27 -0.68
H -2.55 -0.03 -1.31 0.34
H -2.38 -0.46 0.41 0.35
H -1.56 1.12 -0.29 0.29
H -0.60 -1.88 -0.29 0.27
H -0.60 -1.20 -1.93 0.50
H 2.18 -1.46 -0.73 0.40
H 2.55 -0.13 0.39 0.41
H 1.50 -1.46 0.90 0.37
H 0.22 1.19 -2.07 0.30
H 1.67 1.40 -1.39 0.28
H -0.94 0.97 2.52 0.36
H -0.43 -0.67 2.04 0.41
H 0.78 0.57 2.42 0.38
```

DFT total energy (eV): -9968.46308
Frontier orbital gap (eV): 10.183
HOMO energy (eV): -9.286
LUMO level (eV): 0.9
Net charge: 0
SMILES: CC[C@@](C)(N)C(C)=O

Density functional theory data (the ωB97M-V functional and the def2-TZVPD basis) for a single C6H13NO molecule.

The geometry in XYZ format:
```
21
Properties=species:S:1:pos:R:3:mulliken_charge:R:1
C -1.85 -0.18 0.15 -1.19
C -0.54 -0.27 0.27 -0.10
O 0.13 -1.27 0.92 -0.36
C -0.63 -2.27 1.56 -0.96
C 0.47 0.71 -0.31 2.52
C 1.32 -0.05 -1.36 -1.53
C -0.18 1.92 -0.98 -2.15
N 1.27 1.20 0.80 -0.82
H -2.53 -0.91 0.57 0.34
H -2.31 0.63 -0.38 0.28
H -1.29 -1.84 2.33 0.38
H 0.09 -2.94 2.03 0.24
H -1.23 -2.83 0.84 0.37
H 0.69 -0.42 -2.16 0.35
H 2.07 0.61 -1.78 0.37
H 1.82 -0.90 -0.89 0.39
H -0.80 1.61 -1.82 0.40
H -0.78 2.46 -0.26 0.51
H 0.59 2.58 -1.35 0.44
H 2.06 1.74 0.45 0.26
H 1.64 0.42 1.34 0.27
```

DFT total energy (eV): -9969.74280
Frontier orbital gap (eV): 9.919
HOMO energy (eV): -8.967
LUMO level (eV): 1.0
Net charge: 0
SMILES: C=C(OC)C(C)(C)N

Density functional theory data (the ωB97M-V functional and the def2-TZVPD basis) for a single C6H13NO molecule in a non-equilibrium geometry.

The geometry in XYZ format:
```
21
Properties=species:S:1:pos:R:3:mulliken_charge:R:1
C -1.27 -2.23 -0.40 -1.39
C -0.69 -1.01 0.42 0.85
N -1.22 -0.90 1.69 -0.53
C 0.12 -0.15 -0.18 0.20
C 0.62 -0.26 -1.59 -1.63
C 0.67 1.08 0.67 0.36
C 1.35 2.15 -0.17 -1.44
O -0.34 1.68 1.48 -0.58
H -2.00 -2.73 0.23 0.39
H -1.76 -1.89 -1.31 0.33
H -0.48 -2.93 -0.65 0.35
H -0.87 -0.14 2.24 0.25
H -1.30 -1.77 2.20 0.20
H 1.71 -0.21 -1.61 0.32
H 0.24 0.56 -2.21 0.30
H 0.31 -1.20 -2.04 0.40
H 1.39 0.70 1.41 0.19
H 0.66 2.57 -0.90 0.34
H 1.68 2.96 0.49 0.37
H 2.22 1.76 -0.68 0.37
H -1.06 1.95 0.90 0.36
```

DFT total energy (eV): -9969.94532
Frontier orbital gap (eV): 8.732
HOMO energy (eV): -7.752
LUMO level (eV): 1.0
Net charge: 0
SMILES: C/C(N)=C(\C)[C@@H](C)O

Density functional theory data (the ωB97M-V functional and the def2-TZVPD basis) for a single C6H13NO molecule in a non-equilibrium geometry.

The geometry in XYZ format:
```
21
Properties=species:S:1:pos:R:3:mulliken_charge:R:1
C 2.17 0.41 0.74 -1.14
C 1.45 0.12 -0.57 -0.63
C 0.12 -0.68 -0.23 0.76
O 0.32 -1.90 0.43 -0.59
C -0.81 -0.65 -1.41 -1.26
C -1.15 0.02 0.07 0.90
C -1.29 1.52 0.09 -1.61
N -2.08 -0.61 0.96 -0.69
H 1.58 1.07 1.37 0.26
H 3.14 0.87 0.54 0.39
H 2.34 -0.51 1.29 0.28
H 1.21 1.05 -1.09 0.28
H 2.08 -0.49 -1.22 0.39
H 0.71 -2.52 -0.19 0.43
H -0.79 0.07 -2.21 0.27
H -1.11 -1.63 -1.78 0.31
H -2.32 1.79 -0.11 0.41
H -0.67 1.99 -0.66 0.33
H -1.02 1.92 1.07 0.36
H -1.91 -1.61 1.01 0.28
H -1.98 -0.24 1.90 0.27
```

DFT total energy (eV): -9969.08035
Frontier orbital gap (eV): 9.181
HOMO energy (eV): -8.326
LUMO level (eV): 0.9
Net charge: 0
SMILES: CC[C@]1(O)C[C@@]1(C)N

Density functional theory data (the ωB97M-V functional and the def2-TZVPD basis) for 2 unconnected molecules or ions with the total composition C6H13NO in a non-equilibrium geometry.

The geometry in XYZ format:
```
21
Properties=species:S:1:pos:R:3:mulliken_charge:R:1
C 2.31 -1.35 0.40 -0.58
C 0.65 0.09 -0.31 0.17
C 1.79 1.23 -0.21 -0.87
C -0.71 0.11 -0.08 0.42
C -1.51 1.48 0.16 -1.33
C -1.60 -0.81 -0.74 -0.32
H 1.55 -1.84 1.25 0.20
H 3.17 -2.14 0.25 0.27
H 2.92 -0.21 1.09 0.20
H 2.59 1.29 -1.01 0.35
H 1.56 2.28 -0.15 0.38
H 2.46 1.06 0.75 0.10
H -2.01 1.77 -0.73 0.38
H -0.76 2.28 0.21 0.30
H -2.02 1.33 1.08 0.34
H -1.12 -1.83 -1.27 0.24
H -2.25 -0.24 -1.63 0.23
H -3.58 -0.77 0.27 0.22
H -2.12 -1.42 1.10 0.28
N -2.75 -1.25 0.29 -0.54
O 1.42 -1.06 -0.72 -0.42
```

DFT total energy (eV): -9964.10854
Frontier orbital gap (eV): 9.321
HOMO energy (eV): -8.629
LUMO level (eV): 0.7
Net charge: 0

Density functional theory data (the ωB97M-V functional and the def2-TZVPD basis) for 2 unconnected molecules or ions with the total composition C6H13NO in a non-equilibrium geometry.

The geometry in XYZ format:
```
21
Properties=species:S:1:pos:R:3:mulliken_charge:R:1
C 1.85 -0.95 0.71 -0.92
C 1.10 -0.48 -0.30 0.61
C 1.69 -0.06 -1.61 -1.30
C -0.59 -0.66 -0.32 0.91
C -1.08 -1.72 0.63 -1.52
O -1.12 -0.46 -1.41 -0.63
H 2.93 -0.91 0.67 0.31
H 1.42 -1.28 1.65 0.26
H 1.89 1.02 -1.60 0.28
H 1.02 -0.26 -2.45 0.31
H 2.61 -0.60 -1.84 0.41
H -2.11 -1.98 0.39 0.37
H -0.48 -2.63 0.55 0.44
H -1.04 -1.37 1.67 0.38
C -1.05 1.39 0.87 -0.57
N -1.12 2.44 -0.12 -0.62
H -2.02 0.92 1.08 0.31
H -0.67 1.75 1.83 0.41
H -0.03 0.68 0.50 0.11
H -1.83 3.12 0.12 0.22
H -1.37 2.03 -1.02 0.24
```

DFT total energy (eV): -9967.43705
Frontier orbital gap (eV): 10.003
HOMO energy (eV): -9.122
LUMO level (eV): 0.9
Net charge: 0
SMILES: C=C(C)C(C)=O.CN

Density functional theory data (the ωB97M-V functional and the def2-TZVPD basis) for 2 unconnected molecules or ions with the total composition C6H13NO in a non-equilibrium geometry.

The geometry in XYZ format:
```
21
Properties=species:S:1:pos:R:3:mulliken_charge:R:1
C -1.05 0.35 -1.14 -0.43
C -1.09 0.06 -2.51 0.17
N -1.60 0.84 -3.42 -0.29
C -0.17 -0.43 -0.24 -0.27
C -0.65 -0.31 1.20 -0.39
C 0.15 0.04 2.20 0.00
C -0.21 -0.02 3.66 -1.24
H -1.70 1.11 -0.71 0.37
H -0.61 -0.83 -2.90 0.38
H -1.77 0.44 -4.34 0.29
H -2.17 1.64 -3.19 0.27
H 0.84 0.01 -0.31 0.25
H -0.13 -1.49 -0.51 0.39
H -1.66 -0.70 1.34 0.30
H 1.18 0.33 2.03 0.21
H 0.18 -0.99 3.98 0.31
H 0.37 0.69 4.25 0.35
H -1.28 -0.05 3.85 0.34
H 3.70 -0.11 0.93 0.32
H 4.32 -0.59 -0.43 0.31
O 3.51 -0.54 0.09 -0.62
```

2S+1: 2
DFT total energy (eV): -9961.82909
Frontier orbital gap (spin up / spin down) (eV): 9.290 / 6.006
HOMO energy (spin up / spin down) (eV): -12.713 / -12.716
LUMO level (spin up / spin down) (eV): -3.4 / -6.7
Net charge: +1